Record 1
{"formula": "C41H44Cl2N6O6SSr", "method": "ωB97M-V/def2-TZVPD", "multiplicity": 1, "gap_ev": 7.5, "de_lowest_kcal_mol": 19.1, "lumo_ev": -0.22, "charge": 0, "max_force_ev_per_a": 0.53, "symbols": ["Sr", "N", "C", "C", "C", "C", "N", "H", "H", "H", "H", "H", "H", "H", "H", "H", "H", "H", "H", "O", "C", "C", "C", "C", "C", "C", "N", "H", "H", "H", "H", "H", "H", "H", "C", "C", "C", "C", "N", "C", "C", "C", "C", "C", "C", "N", "H", "H", "H", "H", "H", "H", "H", "H", "C", "C", "C", "C", "C", "C", "C", "S", "O", "O", "O", "H", "H", "H", "H", "H", "H", "H", "Cl", "C", "C", "C", "C", "C", "Cl", "C", "N", "C", "C", "C", "C", "C", "C", "C", "C", "O", "O", "H", "H", "H", "H", "H", "H", "H", "H", "H", "H"], "xyz": [[0.71, -0.65, -1.03], [-0.94, -1.94, 0.80], [-0.67, -3.18, 1.56], [0.25, -4.14, 0.80], [1.66, -4.24, 1.39], [2.39, -2.92, 1.54], [2.55, -2.25, 0.24], [-1.04, -1.15, 1.45], [-1.82, -2.02, 0.31], [-1.61, -3.67, 1.83], [-0.20, -2.89, 2.51], [0.30, -3.83, -0.25], [-0.19, -5.15, 0.79], [2.26, -4.91, 0.77], [1.59, -4.71, 2.38], [3.35, -3.11, 2.02], [1.84, -2.24, 2.19], [3.01, -2.87, -0.42], [3.17, -1.45, 0.36], [-1.53, 2.30, -2.64], [-0.68, 3.40, -2.52], [0.79, 3.08, -2.67], [1.64, 4.08, -3.16], [2.99, 3.83, -3.27], [3.47, 2.59, -2.89], [2.56, 1.66, -2.41], [1.24, 1.89, -2.29], [-1.37, 1.68, -1.91], [-0.82, 3.92, -1.56], [-0.96, 4.10, -3.30], [1.22, 5.03, -3.47], [3.66, 4.59, -3.66], [4.51, 2.32, -2.96], [2.92, 0.68, -2.13], [-1.68, -1.18, -5.14], [-3.03, -0.92, -5.02], [-3.55, -0.57, -3.78], [-2.69, -0.50, -2.70], [-1.38, -0.74, -2.81], [-0.89, -1.08, -4.00], [-3.17, -0.09, -1.34], [-4.49, -0.31, -0.96], [-4.90, 0.13, 0.29], [-3.99, 0.76, 1.12], [-2.69, 0.91, 0.66], [-2.28, 0.49, -0.53], [-1.23, -1.46, -6.08], [-3.68, -0.98, -5.88], [-4.59, -0.33, -3.67], [0.18, -1.27, -4.06], [-5.18, -0.82, -1.62], [-5.93, -0.03, 0.61], [-4.27, 1.13, 2.10], [-1.95, 1.38, 1.29], [3.90, -7.34, -0.76], [3.69, -6.07, -1.53], [4.71, -5.14, -1.66], [4.53, -3.97, -2.39], [3.30, -3.72, -2.99], [2.27, -4.65, -2.88], [2.47, -5.81, -2.15], [2.98, -2.15, -3.76], [2.14, -2.40, -4.91], [4.25, -1.50, -3.98], [2.20, -1.47, -2.68], [4.69, -7.23, -0.02], [4.17, -8.16, -1.42], [2.99, -7.64, -0.23], [5.67, -5.33, -1.19], [5.32, -3.24, -2.49], [1.33, -4.45, -3.37], [1.66, -6.53, -2.07], [-2.73, 5.74, 2.67], [-3.48, 4.50, 3.63], [-4.74, 4.74, 4.13], [-5.42, 3.74, 4.82], [-4.82, 2.51, 4.98], [-3.54, 2.29, 4.50], [-2.81, 0.73, 4.72], [-2.81, 3.28, 3.82], [-1.56, 3.02, 3.30], [-0.42, 3.83, 3.58], [-0.35, 4.65, 4.70], [0.79, 5.38, 4.96], [1.88, 5.29, 4.11], [1.81, 4.47, 3.00], [0.67, 3.74, 2.71], [0.59, 2.91, 1.45], [0.65, 1.38, 1.65], [-0.02, 0.86, 2.56], [1.32, 0.74, 0.79], [-5.20, 5.70, 3.96], [-6.41, 3.93, 5.20], [-5.33, 1.70, 5.50], [-1.27, 2.04, 3.24], [-1.20, 4.70, 5.37], [0.83, 6.02, 5.84], [2.78, 5.86, 4.31], [2.66, 4.40, 2.32], [1.37, 3.19, 0.75], [-0.38, 3.10, 0.97]], "mulliken_charge": [2.341, 0.178, -1.341, 0.358, -0.772, -0.761, -0.003, -0.100, 0.066, 0.365, 0.460, -0.163, 0.481, 0.034, 0.424, 0.459, 0.304, -0.159, 0.232, -0.421, -0.588, 0.744, -0.957, -0.405, -1.104, -0.306, 0.476, 0.102, 0.196, 0.468, 0.432, 0.407, 0.494, 0.436, -0.982, -0.582, -1.197, -0.271, 0.678, -0.283, 1.222, -0.786, -0.964, -0.704, -0.852, 0.741, 0.528, 0.417, 0.444, 0.250, 0.512, 0.429, 0.282, 0.900, -1.643, 0.871, -0.530, -0.387, -0.695, -0.387, -0.544, 1.272, -0.767, -0.763, -0.494, 0.379, 0.406, 0.345, 0.364, 0.474, 0.591, 0.372, -0.188, 0.830, -0.584, -0.531, -0.504, 0.493, -0.174, -0.918, 0.593, -0.158, -0.243, -0.695, -0.719, -0.749, 0.362, -0.345, 0.337, -0.847, -0.793, 0.432, 0.390, 0.441, 0.046, 0.480, 0.394, 0.396, 0.446, 0.586, 0.196]}



Record 2
{"formula": "C41H44ClFeN6O2PS2", "method": "ωB97M-V/def2-TZVPD", "multiplicity": 5, "gap_ev": [6.0, 6.5], "de_lowest_kcal_mol": 0.0, "lumo_ev": [-0.62, -0.63], "charge": 0, "max_force_ev_per_a": 1.99, "symbols": ["Fe", "S", "C", "N", "C", "C", "C", "C", "C", "C", "S", "H", "H", "H", "H", "C", "O", "C", "C", "C", "C", "C", "C", "N", "C", "C", "C", "C", "C", "C", "C", "O", "H", "H", "H", "H", "H", "H", "H", "H", "H", "H", "H", "H", "H", "Cl", "C", "H", "H", "C", "P", "C", "C", "C", "C", "C", "C", "C", "C", "C", "C", "C", "C", "H", "H", "H", "H", "H", "H", "H", "H", "H", "H", "H", "H", "H", "C", "N", "C", "N", "C", "N", "C", "N", "C", "C", "H", "H", "H", "H", "H", "H", "H", "H", "H", "H", "H", "H"], "xyz": [[-0.85, 0.39, 1.09], [1.53, 1.26, 1.93], [0.77, 1.00, 3.42], [-0.46, 0.56, 3.51], [-0.87, 0.38, 4.81], [-2.12, -0.08, 5.22], [-2.39, -0.19, 6.58], [-1.42, 0.15, 7.53], [-0.17, 0.60, 7.14], [0.10, 0.71, 5.78], [1.55, 1.23, 4.99], [-2.86, -0.35, 4.48], [-3.35, -0.55, 6.91], [-1.66, 0.08, 8.58], [0.57, 0.86, 7.88], [3.06, -2.73, -2.47], [1.98, -3.51, -2.00], [1.98, -4.84, -2.21], [2.95, -5.52, -2.95], [2.84, -6.88, -3.19], [1.76, -7.59, -2.70], [0.80, -6.93, -1.95], [0.90, -5.57, -1.68], [-0.14, -4.94, -0.95], [-0.08, -4.00, 0.00], [0.98, -3.61, 0.79], [2.18, -4.37, 0.96], [3.09, -4.03, 1.90], [2.85, -2.91, 2.74], [1.73, -2.14, 2.61], [0.76, -2.41, 1.59], [-0.24, -1.67, 1.37], [2.82, -1.70, -2.23], [3.18, -2.82, -3.56], [3.99, -3.02, -1.98], [3.79, -4.98, -3.35], [3.60, -7.38, -3.77], [1.66, -8.65, -2.89], [-0.05, -7.47, -1.54], [-1.06, -5.26, -1.19], [-1.02, -3.51, 0.21], [2.33, -5.26, 0.36], [3.98, -4.63, 2.04], [3.56, -2.67, 3.52], [1.56, -1.31, 3.26], [-3.07, 0.77, 1.79], [-2.83, -0.38, 0.45], [-3.43, -0.05, -0.39], [-3.12, -1.37, 0.79], [-0.42, -1.40, -1.81], [-0.42, 0.39, -1.44], [1.12, 0.85, -2.35], [1.28, 0.59, -3.71], [2.46, 0.90, -4.35], [3.51, 1.47, -3.64], [3.36, 1.73, -2.28], [2.17, 1.41, -1.64], [-1.68, 0.98, -2.64], [-1.56, 2.26, -3.19], [-2.50, 2.73, -4.09], [-3.58, 1.93, -4.45], [-3.72, 0.67, -3.90], [-2.77, 0.20, -2.99], [-0.42, -1.59, -2.88], [-1.29, -1.85, -1.34], [0.47, -1.85, -1.35], [0.46, 0.16, -4.28], [2.58, 0.70, -5.41], [4.44, 1.73, -4.14], [4.18, 2.17, -1.72], [2.06, 1.60, -0.58], [-0.72, 2.88, -2.92], [-2.39, 3.71, -4.52], [-4.31, 2.30, -5.16], [-4.56, 0.05, -4.16], [-2.89, -0.79, -2.57], [-1.09, 3.71, 2.29], [-1.22, 5.17, 2.33], [-0.09, 5.75, 1.60], [-0.06, 5.31, 0.21], [0.05, 3.85, 0.20], [-1.08, 3.20, 0.90], [-2.32, 3.64, 0.24], [-2.47, 5.10, 0.25], [-2.46, 5.55, 1.64], [-1.32, 5.69, -0.43], [-1.93, 3.26, 2.82], [-0.16, 3.42, 2.77], [0.84, 5.46, 2.09], [-0.18, 6.84, 1.62], [0.97, 3.55, 0.68], [0.05, 3.50, -0.84], [-3.17, 3.20, 0.76], [-2.31, 3.29, -0.79], [-3.31, 5.11, 2.17], [-2.55, 6.64, 1.66], [-1.41, 6.77, -0.41], [-1.31, 5.35, -1.47]], "mulliken_charge": [1.285, -0.521, 0.066, 0.620, -0.776, -0.696, -0.659, -0.491, -0.570, 1.175, -0.383, 0.355, 0.394, 0.376, 0.384, -0.707, 0.032, 1.080, -0.910, -0.742, -0.765, -0.506, 0.173, 0.036, -0.870, 0.671, -0.521, -0.878, -0.575, -0.456, 0.228, -1.121, -0.132, 0.384, 0.454, 0.432, 0.404, 0.384, 0.446, 0.362, 0.778, 0.461, 0.416, 0.458, 0.523, -0.361, -1.090, 0.590, 0.457, -0.887, 1.615, 0.483, -0.752, -0.793, -0.589, -0.726, 0.396, 0.473, -0.231, -0.688, -0.651, -0.657, -0.499, 0.634, 0.441, -0.535, 0.361, 0.436, 0.399, 0.444, -0.157, 0.283, 0.439, 0.380, 0.428, 0.316, -0.853, 0.140, -0.693, 0.080, -0.515, 0.947, -0.643, 0.051, -0.713, -0.698, 0.129, 0.245, 0.358, 0.345, 0.284, -0.214, 0.371, -0.056, 0.348, 0.353, 0.353, 0.323]}



Question: What is the formula in the first record?
Answer: C41H44Cl2N6O6SSr



Question: What is the formula in the second record?
Answer: C41H44ClFeN6O2PS2